<1>
DFT (ωB97M-V/def2-TZVPD) results for a cluster of 11 separate species, C5H31NO11 in total.

E_LUMO, eV: -0.25
SMILES: CC(C)CC(N)=O.O.O.O.O.O.O.O.O.O.O

The geometry in ORCA input format:
```
! wB97M-V def2-TZVPD RIJCOSX def2/J DEFGRID3
* xyz 0 1
O 2.4961 -0.6090 1.5157
O -1.9207 1.5163 -4.1916
O 0.7680 -1.7857 -0.9956
O 0.8921 1.9532 -3.0310
O 3.4646 -2.0150 -1.1218
O 0.1374 3.4979 1.6011
O 1.3780 -3.1331 1.4235
O 2.6401 -0.4126 -3.2437
O -1.5138 -3.9354 -0.0051
O -0.2555 -1.6165 3.1446
O 2.9830 1.5453 -1.1745
N 0.4823 1.3045 1.4665
C -2.5312 0.6315 2.5483
C -3.8170 0.8716 0.3932
C -1.7256 2.2386 0.8030
C -0.3495 2.4022 1.3654
C -2.4589 0.9224 1.0513
H -3.8071 1.0847 -0.6792
H -1.5088 2.4510 -0.2556
H 0.1034 -1.1262 -1.1826
H 1.2624 1.4475 2.0750
H 2.7148 -1.1057 -3.9132
H 0.6853 -1.7827 3.0257
H 0.0401 0.4020 1.3967
H 2.2575 -1.5410 1.3918
H -0.4230 -0.8405 3.6773
H -3.1988 -0.2222 2.6869
H -1.8908 0.1229 0.6008
H -1.8206 -3.9253 0.9086
H 1.3744 1.9225 -2.1857
H 3.6755 -1.5844 -0.2829
H 3.8272 -1.5134 -1.8659
H -1.2424 1.8905 -3.6172
H 3.9058 1.6434 -1.4205
H -0.7781 -3.3087 -0.0879
H -2.4277 3.0563 0.9907
H 0.4795 -3.2387 1.7323
H 2.5752 -0.1842 0.6455
H 1.3470 -2.9310 0.4754
H -1.5486 0.4420 2.9701
H -1.4445 0.8814 -4.7339
H -3.0313 1.3803 3.1649
H 0.4421 1.1020 -3.0509
H -4.5640 1.4932 0.9006
H -4.2784 -0.1232 0.4437
H 1.6607 -1.6110 -1.3716
H 2.1425 0.3146 -3.6338
H 2.8017 2.0271 -0.3540
*
```

These are the Mulliken partial charges, in e, on atoms 1 to 5:
1. O -0.665
2. O -0.626
3. O -0.547
4. O -0.708
5. O -0.665

<2>
DFT (ωB97M-V/def2-TZVPD) results for a cluster of 11 separate species, C5H31NO11 in total.

E_LUMO, eV: 0.17
SMILES: OC[C@@H]1CCCN1.O.O.O.O.O.O.O.O.O.O

The geometry in ORCA input format:
```
! wB97M-V def2-TZVPD RIJCOSX def2/J DEFGRID3
* xyz 0 1
O 3.4036 -1.1508 -1.4509
O 1.3971 -2.8396 -3.2252
O -2.0921 3.3114 0.0707
O -2.4482 -1.3998 -0.3594
O -1.5712 3.3453 2.3488
O -0.1895 -2.9723 -0.8636
O -2.2340 -1.7209 -2.9070
O 0.0500 3.2928 -1.5267
O -0.5402 0.1074 -1.5050
O 1.6560 -2.9114 1.1953
O -2.9097 0.9862 1.0943
N 0.1219 -0.5612 1.4596
C 0.4528 -0.2318 2.8294
C 0.7567 0.0481 -0.8588
C 0.6502 0.5180 0.5943
C 2.0033 0.7989 1.2399
C 1.7725 0.5939 2.7353
H 0.7863 -2.7785 -3.9622
H -0.8430 -0.7228 -1.9381
H 0.1082 2.3384 -1.3764
H 2.9817 -1.6909 -2.1442
H 0.0185 3.3973 -2.4855
H -3.0077 3.5210 -0.1628
H -1.5257 3.3046 -0.7351
H -1.7837 3.8197 1.5393
H -0.6619 3.0707 2.4563
H -3.1078 1.5739 0.3564
H -0.8507 -0.7485 1.2239
H 2.4775 1.7681 0.9646
H 0.0062 1.4161 0.6187
H 1.1993 -0.9307 -1.0532
H 0.6318 -1.1579 3.4250
H -2.4765 -1.9223 -1.9747
H -0.9692 -2.6654 -0.3749
H 0.6499 -2.9945 -0.3704
H -3.2263 -1.0749 0.1137
H 2.4758 -2.5965 0.7921
H 1.3032 0.8827 -1.4010
H -2.2515 1.4580 1.6245
H -0.2275 0.4912 3.3169
H -1.9542 -0.5891 -0.5997
H 2.6495 0.1142 3.1895
H -3.0867 -1.8378 -3.3386
H 2.7187 -0.0324 1.0028
H 4.1646 -0.8531 -1.9676
H 1.5990 1.5135 3.3031
H 0.8920 -3.0442 -2.4249
H 1.0311 -2.2439 1.5115
*
```

These are the Mulliken partial charges, in e, on atoms 1 to 5:
1. O -0.537
2. O -0.658
3. O -0.677
4. O -0.762
5. O -0.693

From most stable to least stable, the computed energies give <1>, <2>.

<1>
DFT (ωB97M-V/def2-TZVPD) results for a structure of composition C46H72BaN10O4.

E_LUMO, eV: -4.02

The geometry in ORCA input format:
```
! wB97M-V def2-TZVPD RIJCOSX def2/J DEFGRID3
* xyz 0 1
Ba -4.0968 8.9144 2.1442
O -0.1924 0.3790 2.3243
O -1.9639 4.8578 -0.0288
O 0.3793 0.9720 -0.3880
O -2.3661 4.3297 2.8810
N -3.0434 -6.1496 5.1264
N 3.1455 6.0300 -4.9349
N 2.6377 -1.5781 8.9937
N 3.4551 -4.0404 -5.2827
N -5.4165 -1.2932 -4.3951
N -3.6949 -6.0987 -2.9013
N -7.4139 4.9659 1.2729
N -1.7128 6.4073 -7.6451
N 6.4322 2.4044 3.2974
N 5.4980 -4.4964 1.9506
C 1.1731 1.6189 8.7866
C 2.4379 2.1034 9.5000
C -7.5086 2.4437 0.5284
C -1.3700 3.9095 0.6635
C -2.6250 -6.5449 -0.5170
C 4.6829 -2.5379 -3.5073
C -4.3002 -2.9147 4.9466
C 3.2774 -4.6296 3.4350
C 3.1218 4.8977 -5.1506
C 2.1441 -0.6680 8.4485
C -0.5612 1.4371 1.8251
C -3.9959 -2.6762 6.4123
C -2.3754 -1.9003 -6.3230
C 6.3399 2.0669 -0.1970
C 6.8140 3.5023 -0.3296
C -2.1420 6.8044 -6.6606
C -0.2404 1.7675 0.2931
C 3.1796 -7.2832 3.6574
C -1.9167 -0.8706 -5.2752
C -4.1584 7.2379 -5.2088
C 1.5303 0.5126 7.7851
C 6.9295 -3.7669 -3.9895
C 3.1689 3.4216 -5.3880
C 4.2591 2.9002 -6.3205
C 5.6965 3.2248 -5.8786
C -7.4664 3.8519 0.9686
C 3.1056 -5.8736 4.3019
C -2.7886 -0.7894 -4.0538
C -4.7457 5.8229 -5.4309
C -1.7010 3.5289 2.0864
C 5.9990 2.1471 2.2459
C -1.7866 -5.3322 -0.0537
C 3.9901 -3.3677 -4.5095
C -7.1498 1.5242 1.7342
C -0.6789 -4.9927 -1.0200
C 4.5337 -4.5576 2.5861
C -4.2586 -1.0964 -4.2657
C -3.2634 -6.2955 -1.8406
C 6.1764 -2.4332 -3.7343
C -3.8145 -5.3095 4.9026
C -4.8103 -4.3037 4.5727
C -8.1791 1.5411 2.8844
C -0.6694 3.0896 -0.1662
C -1.2702 2.3975 2.6236
C -2.6541 7.2390 -5.3610
C 5.3962 1.8127 0.9537
H -3.2075 -3.3683 6.7079
H 4.1214 1.8217 -6.3984
H 0.3738 1.2282 9.4163
H -3.6550 -1.6416 6.4511
H -2.2764 8.2507 -5.2128
H -5.0034 -2.1208 4.6951
H -1.7876 0.1670 -5.5833
H 0.7026 0.1668 7.1657
H 2.3962 -7.4536 2.9190
H 2.8911 1.3995 10.1980
H 6.0290 4.2559 -0.3939
H 0.1200 -5.7229 -0.8909
H -3.4384 -6.6994 0.1919
H -2.4374 -1.4842 -3.2909
H -4.4066 7.4994 -4.1802
H 7.3586 3.8389 0.5525
H 3.1815 2.8964 -4.4330
H 2.2125 0.9861 7.0790
H 4.1491 -7.4854 3.2021
H -4.6830 5.4624 -6.4576
H 3.2167 2.4112 8.8022
H 2.4593 -4.7604 2.7267
H 3.8811 -5.8081 5.0650
H 4.5606 2.4844 0.7566
H -5.7360 -4.5906 5.0716
H -0.1328 -4.0933 -0.7353
H 2.1728 -5.7955 4.8604
H 7.4780 3.5186 -1.1939
H 5.8998 2.8200 -4.8872
H -4.5929 8.0016 -5.8539
H -2.1329 6.6216 -4.6294
H -0.9159 -4.9749 -2.0838
H 8.0056 -3.5978 -3.9512
H 2.1849 3.0143 10.0426
H -4.2782 5.0097 -4.8757
H -5.7954 5.9019 -5.1482
H -6.9164 2.2706 -0.3702
H 0.7289 2.4273 8.2059
H -3.3858 -2.7382 4.3803
H 2.9087 -8.0572 4.3755
H -3.4064 -1.6745 -6.5955
H -4.9263 -2.8306 6.9587
H -0.9577 -1.2965 -4.9804
H -2.3701 -2.9143 -5.9231
H -0.6297 3.1836 -1.2414
H -8.2092 2.4949 3.4112
H 5.0643 0.7745 0.9655
H 6.5760 -4.1912 -4.9292
H 6.3437 -1.8984 -4.6692
H 6.6421 -1.9305 -2.8867
H -1.3602 -5.4188 0.9457
H -2.6600 0.2083 -3.6341
H 4.4180 -2.9681 -2.5414
H -1.8196 -1.7860 -7.2536
H -7.0516 0.5481 1.2592
H -1.4347 2.2469 3.6803
H 6.5924 -4.4922 -3.2489
H 4.1567 3.3395 -7.3128
H 3.1743 -3.7264 4.0364
H 7.2122 1.4163 -0.1354
H -2.4498 -4.4701 0.0178
H 6.0155 4.2669 -5.8599
H -1.9794 -7.4206 -0.5843
H 2.1504 3.3074 -5.7592
H 4.2692 -1.5333 -3.5948
H -8.5100 2.2077 0.1685
H -9.1866 1.5095 2.4697
H 6.3920 2.7526 -6.5725
H 5.8781 1.7792 -1.1415
H -5.0399 -4.3815 3.5099
H -6.1615 1.7931 2.1073
H -8.1555 0.7789 3.6632
*
```

These are the Mulliken partial charges, in e, on atoms 1 to 5:
1. Ba 1.090
2. O -0.671
3. O -0.741
4. O -0.643
5. O -0.803

<2>
DFT (ωB97M-V/def2-TZVPD) results for a structure of composition C46H72BaN10O4.

E_LUMO, eV: -0.33

The geometry in ORCA input format:
```
! wB97M-V def2-TZVPD RIJCOSX def2/J DEFGRID3
* xyz 0 1
Ba 0.0552 -0.3140 -0.5935
O 0.1197 0.0799 2.0626
O 2.2164 -1.0328 0.6201
O 1.9476 -1.0892 6.0295
O 3.9793 -2.6941 4.6899
N 1.6937 2.1388 -0.6703
N 5.7404 -2.3009 -0.7634
N -4.6641 0.8819 2.1007
N -1.9593 1.8528 -0.1898
N -2.5779 -1.2362 -0.5631
N -1.1228 0.4858 -3.0906
N -0.7908 -2.9343 1.4248
N -0.1900 -2.8049 -1.7948
N 0.0864 5.4765 1.0446
N 2.0285 -0.5879 -2.6968
C -3.2258 3.7122 4.0371
C 1.2081 5.2310 -2.6572
C -0.8755 -3.7017 -1.7056
C -3.7448 -1.3742 -0.4394
C -1.0342 1.0380 -5.6248
C 3.1308 -1.9836 2.6613
C 1.8932 3.6316 3.4755
C 4.5706 2.1240 -3.4875
C -4.7349 -3.9738 0.7360
C -1.0813 0.7348 -4.2105
C -2.7382 2.3965 4.6113
C -5.5164 -2.6404 0.7836
C 3.0773 -1.9909 4.0205
C -2.5844 4.3684 -0.8200
C 5.1674 0.7532 -3.3165
C 4.7990 -2.9914 -0.7677
C 3.0686 -0.4862 -3.2666
C 0.0937 -6.6343 -0.9182
C 2.9447 -4.0855 -2.2023
C -1.7213 -2.7712 3.8602
C 2.2674 3.0954 -0.8149
C -4.7227 4.3895 0.5956
C 0.3946 1.2486 -6.1337
C -2.2087 2.9454 -0.4342
C -1.1892 -2.8895 2.5242
C 0.2917 4.6061 1.8081
C -2.0168 -5.2720 4.2440
C 3.8447 -4.8135 -3.2185
C 1.2182 2.4006 -5.4249
C -3.7042 1.0905 2.7150
C 4.3158 -0.3579 -3.9347
C -1.7052 -4.9114 -1.6175
C 2.1732 -1.1527 1.8620
C 0.9763 -0.4569 2.7022
C -1.3427 -6.1192 -0.6502
C 1.0481 -0.4343 4.1084
C 3.1742 3.8413 2.5930
C 2.9710 4.3704 -0.9670
C 2.6984 5.0954 -2.2532
C -5.1362 -1.6348 -0.3227
C -3.4300 5.1385 0.1714
C 2.0212 -1.1424 4.7279
C 3.5620 -3.8460 -0.7593
C 0.6036 3.5169 2.7220
C -2.7050 -3.8817 4.2953
C -2.4838 1.4277 3.5039
H 4.1343 -0.3262 -5.0090
H -2.1953 -1.7917 3.7959
H 0.2655 -6.7550 -1.9878
H 1.1393 2.2978 -4.3426
H -0.9451 -5.2264 4.4374
H -3.5826 -3.8710 3.6489
H 3.2244 3.0712 1.8232
H 0.2246 -7.6257 -0.4843
H -1.4698 0.2112 -6.1860
H -3.1377 4.3157 -1.7577
H 3.8244 -4.7110 -0.1502
H 4.0904 3.7899 3.1811
H 3.2088 4.6159 -3.0886
H 0.9019 3.4039 -5.7105
H -2.7237 4.0514 3.1311
H -1.5431 -5.7356 0.3502
H 4.8078 -1.3271 -3.8528
H 0.6579 5.8241 -1.9268
H 0.8718 -5.9781 -0.5284
H 0.2980 0.0694 4.7001
H 4.0421 4.1815 -0.8951
H 0.4075 1.5299 -7.1867
H 0.9123 0.2949 -6.0313
H 3.1508 4.7958 2.0671
H -5.4428 4.3189 -0.2196
H 2.7479 4.9676 -0.0829
H 6.1615 0.7096 -3.7615
H -6.5995 -2.7621 0.7870
H 3.3278 -4.9560 -4.1675
H -2.8219 5.4087 1.0347
H -5.2946 -2.1091 1.7092
H -0.9263 -2.6732 4.5995
H -4.9165 -4.5664 -0.1606
H -2.7233 -4.6130 -1.3677
H -4.4863 3.3505 0.8252
H -3.6540 -3.8841 0.8441
H -2.5748 -5.9093 4.9299
H -1.5863 1.9542 -5.8342
H -1.8181 1.8534 2.7532
H 5.2061 2.9084 -3.0765
H 0.5964 2.6152 2.1096
H 4.7895 -4.3281 -3.4633
H -2.0933 -5.7795 3.2824
H -0.2639 3.3502 3.3606
H 4.4811 2.3877 -4.5413
H -1.7786 -5.2570 -2.6486
H -3.0292 -3.5980 5.2966
H 3.0897 6.1100 -2.1787
H -2.0100 0.5500 3.9436
H -5.2199 4.9245 1.4047
H 0.7006 4.2814 -2.8273
H -5.5315 -0.6554 -0.0532
H 3.5843 2.1753 -3.0265
H -2.0682 -6.9281 -0.7363
H -5.0924 -4.5817 1.5672
H 3.8391 -2.6380 2.1750
H -3.4456 1.9527 5.3118
H 2.8106 -3.3509 -0.1443
H -5.5663 -1.8556 -1.2996
H 2.0051 2.7651 4.1273
H -3.0776 4.4605 4.8156
H -4.2560 3.7269 3.6812
H -1.6976 4.9092 -1.1504
H 2.6866 -3.1583 -2.7141
H -1.8257 2.5726 5.1809
H 5.3432 0.5123 -2.2681
H -3.6792 6.1151 -0.2436
H 4.1664 -5.7728 -2.8131
H 1.8219 4.5168 4.1075
H 2.0249 -4.6686 -2.1569
H 2.2337 2.1893 -5.7600
H 1.1241 5.8223 -3.5690
*
```

These are the Mulliken partial charges, in e, on atoms 1 to 5:
1. Ba 1.855
2. O 0.083
3. O -0.374
4. O -0.788
5. O -0.771

From most stable to least stable, the computed energies give <2>, <1>.

<1>
DFT (ωB97M-V/def2-TZVPD) results for the molecule C5H9F.

E_LUMO, eV: 1.17
SMILES: C=CC[C@H](C)F

The geometry in ORCA input format:
```
! wB97M-V def2-TZVPD RIJCOSX def2/J DEFGRID3
* xyz 0 1
F -1.1410 1.7394 0.0131
C 2.6790 0.4111 -0.1877
C -2.2599 -0.4237 -0.1177
C 0.3120 -0.2069 -0.3495
C -1.0208 0.3903 0.3498
C 1.5925 -0.0445 0.4678
H -3.1965 -0.2007 0.4109
H 1.6968 -0.5274 1.5060
H 2.6047 0.8365 -1.2122
H -2.0155 -1.4755 0.1744
H -0.8522 0.3192 1.4557
H -2.3660 -0.3892 -1.1501
H 3.5884 0.6439 0.3132
H 0.3714 0.1912 -1.3557
H 0.0070 -1.2636 -0.3181
*
```

These are the Mulliken partial charges, in e, on atoms 1 to 5:
1. F -0.338
2. C -0.771
3. C -1.199
4. C -0.493
5. C 0.308

<2>
DFT (ωB97M-V/def2-TZVPD) results for the molecule C5H9F.

E_LUMO, eV: 0.65
SMILES: C=C(CC)CF

The geometry in ORCA input format:
```
! wB97M-V def2-TZVPD RIJCOSX def2/J DEFGRID3
* xyz 0 1
F 0.1653 2.2789 -0.0426
C -1.9180 0.1425 -0.3429
C -0.7918 -0.6097 0.4373
C 1.6363 -1.0824 -0.2256
C 0.5362 -0.2248 0.0066
C 1.1159 1.1301 0.1132
H 1.7284 -2.3149 -0.2123
H 1.4755 1.1870 1.2898
H -0.9533 -1.7533 0.1222
H 2.5451 -0.6365 -0.7075
H -1.6726 1.2226 -0.6487
H -1.0231 -0.5261 1.6823
H -1.9749 -0.5860 -1.2228
H -2.7748 0.0802 0.2835
H 1.9057 1.6925 -0.5325
*
```

These are the Mulliken partial charges, in e, on atoms 1 to 5:
1. F -0.342
2. C -0.886
3. C -0.299
4. C -0.923
5. C 0.493

From most stable to least stable, the computed energies give <1>, <2>.